[1]
The following is a quantum chemistry calculation of a cluster of 3 separate species, C5H13NO in total at a distorted geometry, from OMol25.

The net charge is 0. Its HOMO energy (alpha / beta) is -7.39 / -7.39 eV. For the gap between HOMO and LUMO (alpha / beta), the calculation gives 7.71 / 7.71 eV. Its lowest unoccupied orbital energy (alpha / beta) is 0.32 / 0.32 eV.

Last column: natural (NBO) charge in e.
Geometry (Å):
C1 -1.0572 0.1409 1.0995  -0.02
C2 -0.9683 1.3278 0.3466  -0.65
C3 1.1806 -1.1107 0.7817  -0.84
C4 -1.9957 -0.9569 0.7255  -0.67
H1 -0.6636 0.1289 2.1063  0.20
H2 -2.9768 -0.7798 1.1819  0.23
H3 -1.6517 -1.9334 1.0727  0.22
H4 -2.1468 -1.0083 -0.3540  0.21
H5 -1.7676 1.4988 -0.3723  0.22
H6 0.0871 1.2300 -0.4193  0.21
H7 -0.7433 2.2331 0.9045  0.24
H8 1.6968 -0.5484 1.5551  0.22
H9 0.4903 -1.8294 1.2091  0.21
H10 1.0041 -0.2140 -0.1168  0.21
N1 1.2796 0.4541 -2.3675  -0.85
C5 1.4413 0.9273 -1.1019  0.47
O1 2.3672 1.6316 -0.7678  -0.62
H11 2.0035 0.5998 -3.0570  0.39
H12 0.5085 -0.1467 -2.5998  0.39
H13 1.9120 -1.6446 0.1733  0.22

***

[2]
The following is a quantum chemistry calculation of a structure of composition C6H6N at a distorted geometry, from OMol25.

The net charge is +1. Its HOMO energy (alpha / beta) is -14.63 / -14.63 eV. For the gap between HOMO and LUMO (alpha / beta), the calculation gives 7.86 / 7.85 eV. Its lowest unoccupied orbital energy (alpha / beta) is -6.78 / -6.78 eV.

Last column: natural (NBO) charge in e.
Geometry (Å):
C1 0.3976 -1.6064 0.6637  -0.19
C2 1.5965 -1.0761 0.5606  0.02
C3 -1.7666 1.0600 -0.9116  -0.09
C4 -0.2209 -0.2848 0.8297  -0.06
C5 0.7389 1.1261 -0.3998  0.29
C6 -0.6305 0.7572 -0.2861  -0.17
N1 1.2038 0.2981 0.6710  -0.28
H1 -0.1632 -2.4596 0.5074  0.26
H2 2.6007 -1.3783 0.2980  0.25
H3 -2.5584 0.4583 -0.7115  0.22
H4 -1.8503 1.8027 -1.7645  0.25
H5 -0.7072 -0.2806 1.7406  0.24
H6 1.3597 1.5834 -1.1975  0.26

***

[3]
The following is a quantum chemistry calculation of a structure of composition F2H6HfO3Pb at a distorted geometry, from OMol25.

The net charge is +4. Its HOMO energy is -26.99 eV. For the gap between HOMO and LUMO, the calculation gives 5.81 eV. Its lowest unoccupied orbital energy is -21.18 eV.

Last column: Mulliken charge in e.
Geometry (Å):
Pb1 -17.5093 20.0511 -3.9098  1.02
Hf1 -20.7488 20.5557 -2.3528  2.12
F1 -19.3103 20.8565 -1.3114  -0.24
F2 -19.3979 20.3089 -3.5031  -0.21
O1 -18.2328 18.6582 -2.9378  -0.27
H1 -18.9677 18.7952 -2.3400  0.29
H2 -18.1158 17.7084 -2.9607  0.43
O2 -21.2074 21.4046 -3.9924  -0.36
H3 -21.9310 21.5063 -4.6107  0.48
H4 -20.4331 21.6831 -4.4813  0.27
O3 -18.3088 20.8560 -5.3778  -0.31
H5 -18.9286 21.5710 -5.2332  0.36
H6 -18.2063 20.8159 -6.3286  0.42

***

[4]
The following is a quantum chemistry calculation of the ion C4H8IN2 with charge +1 at a distorted geometry, from OMol25.

The net charge is +1. Its HOMO energy is -12.44 eV. For the gap between HOMO and LUMO, the calculation gives 8.84 eV. Its lowest unoccupied orbital energy is -3.60 eV.

Last column: natural (NBO) charge in e.
Geometry (Å):
C1 0.0442 -0.3543 -0.4485  0.06
C2 -0.7556 2.2217 -0.6237  -0.22
C3 0.4974 -1.1031 0.5071  -0.20
C4 -0.7159 1.7175 0.6943  -0.20
N1 -0.6115 0.8018 -0.2285  -0.40
N2 1.1453 -2.3680 -0.0658  -0.66
I1 -2.4690 1.9664 1.7496  0.15
H1 0.1372 -0.7197 -1.4573  0.21
H2 -1.5772 2.3250 -1.3387  0.24
H3 0.0124 2.8505 -1.0719  0.23
H4 0.2108 -1.1378 1.5372  0.25
H5 0.2104 1.8774 1.3085  0.23
H6 0.4870 -3.0951 -0.3000  0.43
H7 1.7231 -2.8497 0.5865  0.44
H8 1.6612 -2.1325 -0.8488  0.43

***

[5]
The following is a quantum chemistry calculation of a structure of composition C33H35Cl5O2PPdS2Sb at a distorted geometry, from OMol25.

The net charge is 0. Its HOMO energy is -8.04 eV. For the gap between HOMO and LUMO, the calculation gives 7.71 eV. Its lowest unoccupied orbital energy is -0.33 eV.

Last column: Mulliken charge in e.
Geometry (Å):
Pd1 -1.6537 0.9549 1.0045  -1.14
Cl1 1.5406 0.1303 0.2259  -0.01
C1 1.1692 0.3205 1.9090  1.27
C2 -0.1276 0.6691 2.2646  -2.25
C3 -0.3496 0.8913 3.6218  1.35
Cl2 -1.9315 1.3994 4.1256  -0.13
C4 0.6476 0.7765 4.5847  -0.20
Cl3 0.3099 1.0770 6.2439  -0.20
C5 1.9332 0.4188 4.1900  0.48
Cl4 3.1895 0.2897 5.3563  -0.19
C6 2.1926 0.1814 2.8428  -0.02
Cl5 3.7822 -0.2662 2.3541  -0.16
C7 0.1095 6.5332 -0.0137  -1.04
C8 -1.3153 6.2123 0.3404  0.65
C9 -2.2355 7.2446 0.4898  -0.84
C10 -3.5560 6.9956 0.8400  -0.76
C11 -3.9805 5.6956 1.0528  -0.83
C12 -3.0748 4.6540 0.9065  -0.59
C13 -1.7554 4.9015 0.5513  0.57
Sb1 -0.4727 3.2104 0.4320  1.97
C14 0.3534 3.4099 -1.5255  0.66
C15 1.6842 3.1128 -1.7995  -0.84
C16 2.2100 3.2591 -3.0730  -1.05
C17 1.3928 3.6969 -4.1003  -0.69
C18 0.0566 3.9519 -3.8436  -0.68
C19 -0.4925 3.8081 -2.5707  1.17
C20 -1.9608 4.0870 -2.4023  -1.17
C21 0.7502 3.8330 2.1018  0.65
C22 -0.1026 4.2592 3.1196  -0.90
C23 0.3779 4.6244 4.3656  -0.88
C24 1.7375 4.5628 4.6121  -0.79
C25 2.5916 4.1447 3.6062  -0.61
C26 2.1246 3.7754 2.3447  1.28
C27 3.1304 3.3355 1.3226  -1.41
H1 0.2520 7.6096 -0.0889  0.46
H2 0.4040 6.0867 -0.9655  0.12
H3 0.7936 6.1563 0.7507  0.13
H4 -1.9077 8.2650 0.3317  0.41
H5 -4.2486 7.8199 0.9461  0.39
H6 -5.0055 5.4873 1.3279  0.46
H7 -3.4086 3.6304 1.0622  0.28
H8 2.3262 2.7314 -1.0241  0.57
H9 3.2485 3.0175 -3.2572  0.46
H10 1.7857 3.8213 -5.1006  0.39
H11 -0.5934 4.2627 -4.6520  0.42
H12 -2.4624 4.0105 -3.3650  0.55
H13 -2.1414 5.0874 -2.0057  0.22
H14 -2.4398 3.3701 -1.7316  -0.12
H15 -1.1724 4.3031 2.9527  0.38
H16 -0.3125 4.9386 5.1370  0.46
H17 2.1333 4.8303 5.5825  0.39
H18 3.6561 4.0898 3.7980  0.39
H19 4.1296 3.3147 1.7553  0.46
H20 3.1483 4.0171 0.4687  0.34
H21 2.9164 2.3311 0.9591  0.16
C28 -3.7042 -3.8857 -0.9540  -1.32
C29 -4.5785 -2.8911 -1.6910  0.55
C30 -6.0494 -3.0131 -1.3343  -1.21
O1 -4.1419 -1.5180 -1.5014  -0.39
P1 -3.5269 -0.8352 -0.2196  1.19
S1 -3.5563 1.1467 -0.4900  -0.76
S2 -1.6497 -1.3567 0.1902  -0.48
O2 -4.5659 -1.3513 0.8691  -0.09
C31 -4.7966 -1.0926 2.2797  0.50
C32 -5.2241 0.3454 2.5036  -1.05
C33 -3.6237 -1.5512 3.1247  -0.89
H22 -4.0367 -4.8927 -1.2082  0.46
H23 -3.7844 -3.7625 0.1260  0.23
H24 -2.6581 -3.7852 -1.2364  0.34
H25 -4.4548 -3.0345 -2.7681  0.35
H26 -6.2003 -2.8692 -0.2660  0.17
H27 -6.4108 -4.0049 -1.6082  0.43
H28 -6.6347 -2.2704 -1.8738  0.33
H29 -5.6549 -1.7372 2.4947  0.22
H30 -4.3979 1.0453 2.3684  -0.10
H31 -5.6020 0.4534 3.5210  0.48
H32 -6.0140 0.6167 1.8039  0.34
H33 -2.7307 -0.9594 2.9344  -0.08
H34 -3.3913 -2.5951 2.9158  0.31
H35 -3.8800 -1.4549 4.1800  0.44

***

[6]
The following is a quantum chemistry calculation of a structure of composition C36H37BrMnN6O2 at a distorted geometry, from OMol25.

The net charge is +2. Its spin multiplicity is 4. Its HOMO energy (alpha / beta) is -12.67 / -12.67 eV. Its expectation value of S² is 3.83. For the gap between HOMO and LUMO (alpha / beta), the calculation gives 6.02 / 5.70 eV. Its lowest unoccupied orbital energy (alpha / beta) is -6.66 / -6.98 eV.

Last column: Löwdin spin population.
Geometry (Å):
Mn1 -0.5016 -0.6841 -0.8656  2.73
C1 -1.8081 1.5022 2.4517  0.00
C2 -0.9332 0.2520 2.6045  0.00
C3 -1.5257 -1.0327 2.0362  0.01
N1 -1.6828 -1.1122 0.5787  0.02
C4 -2.7303 -1.8130 0.1148  0.00
C5 -3.5339 -2.6435 0.9226  0.03
C6 -4.7479 -3.2649 0.6811  0.00
C7 -5.6013 -3.1353 -0.4014  0.03
C8 -5.3382 -2.4341 -1.5663  0.00
C9 -4.1409 -1.8861 -1.9870  0.03
C10 -2.9035 -1.7535 -1.3326  0.00
N2 -1.7767 -1.4409 -1.9856  -0.02
C11 -1.6560 -1.5604 -3.4382  0.00
C12 -0.3250 -2.2097 -3.8320  0.00
C13 0.9006 -1.4303 -3.2910  0.00
N3 0.4720 -0.3671 -2.4019  0.01
C14 0.3201 0.8926 -2.8064  0.00
C15 0.5449 1.3404 -4.1233  0.04
C16 0.6512 2.6174 -4.6380  0.00
C17 0.6977 3.8281 -3.9620  0.04
C18 0.4174 4.0266 -2.6231  0.00
C19 -0.1186 3.1251 -1.7138  0.04
C20 -0.3276 1.7386 -1.8040  0.00
N4 -1.1226 1.0470 -0.9639  -0.02
C21 -2.0918 1.7602 -0.1342  0.00
C22 -1.5482 2.3336 1.1930  0.00
H1 -1.6157 2.1488 3.3089  0.00
H2 -2.8662 1.2283 2.4952  0.00
H3 -0.7896 0.0540 3.6682  0.00
H4 0.0537 0.4415 2.1982  0.00
H5 -2.5092 -1.1276 2.4964  0.00
H6 -0.9118 -1.8761 2.3784  0.00
H7 -3.1269 -2.8563 1.9014  0.00
H8 -5.1088 -3.8871 1.4915  0.00
H9 -6.5659 -3.6201 -0.3254  0.00
H10 -6.1566 -2.3590 -2.2723  0.00
H11 -4.1597 -1.4740 -2.9880  0.00
H12 -1.7552 -0.5783 -3.9099  0.00
H13 -2.4503 -2.1978 -3.8199  0.00
H14 -0.2801 -2.2687 -4.9192  0.00
H15 -0.3163 -3.2320 -3.4567  0.00
H16 1.5023 -1.0329 -4.1041  0.00
H17 1.5512 -2.1020 -2.7326  0.00
H18 0.6401 0.5541 -4.8614  0.00
H19 0.7833 2.6732 -5.7121  0.00
H20 0.9487 4.7066 -4.5424  0.00
H21 0.5345 5.0383 -2.2540  0.00
H22 -0.4406 3.5737 -0.7840  0.00
H23 -2.9107 1.0746 0.0805  0.00
H24 -2.4990 2.5717 -0.7400  0.00
H25 -2.0014 3.3158 1.3415  0.00
H26 -0.4694 2.4969 1.1005  0.00
C23 -0.0440 -3.7875 -0.6602  0.00
O1 0.4602 -2.4501 -0.4780  0.01
C24 1.5482 -2.3298 0.3946  0.00
C25 2.2823 -3.3998 0.8599  0.00
C26 3.3321 -3.1488 1.7403  0.00
Br1 4.3578 -4.5989 2.3678  0.00
C27 3.6202 -1.8724 2.1692  0.00
C28 2.8721 -0.7793 1.7119  0.00
C29 1.8650 -1.0348 0.7917  0.00
O2 1.0912 -0.0103 0.2137  0.01
C30 3.2039 0.5414 2.2606  0.00
N5 4.2512 0.7169 3.0182  0.00
C31 4.2377 2.0310 3.4114  0.00
C32 5.1185 2.7339 4.2374  0.00
C33 4.8357 4.0579 4.4893  0.00
C34 3.7082 4.6894 3.9389  0.00
C35 2.8297 4.0164 3.1137  0.00
C36 3.1161 2.6803 2.8642  0.00
N6 2.4745 1.7090 2.1222  0.00
H27 -0.2229 -4.2579 0.3059  0.00
H28 0.6651 -4.3849 -1.2319  0.00
H29 -0.9772 -3.7025 -1.2052  0.00
H30 2.0903 -4.4173 0.5561  0.00
H31 4.4141 -1.6792 2.8745  0.00
H32 1.6600 0.7516 0.0368  0.00
H33 5.9830 2.2397 4.6588  0.00
H34 5.4928 4.6326 5.1274  0.00
H35 3.5221 5.7291 4.1717  0.00
H36 1.9668 4.5128 2.6869  0.00
H37 1.5753 1.8501 1.7015  0.00

***

[7]
The following is a quantum chemistry calculation of the molecule C3H2FP at a distorted geometry, from OMol25.

The net charge is 0. Its HOMO energy is -8.89 eV. For the gap between HOMO and LUMO, the calculation gives 8.04 eV. Its lowest unoccupied orbital energy is -0.85 eV.

Last column: natural (NBO) charge in e.
Geometry (Å):
C1 -0.1928 1.3092 0.0364  0.13
C2 1.4553 -0.0095 -0.5582  0.05
C3 -1.2410 0.6057 -0.2536  -0.71
F1 2.2782 -0.3295 0.4562  -0.35
P1 -0.1163 -0.8818 -0.3657  0.61
H1 -2.3468 0.5058 -0.3686  0.30
H2 0.1633 -1.1999 1.0534  -0.03

***

[8]
The following is a quantum chemistry calculation of a cluster of 6 separate species, H12O6 in total at a distorted geometry, from OMol25.

The net charge is 0. Its HOMO energy is -10.14 eV. For the gap between HOMO and LUMO, the calculation gives 10.50 eV. Its lowest unoccupied orbital energy is 0.36 eV.

Last column: natural (NBO) charge in e.
Geometry (Å):
O1 -1.4758 0.9158 0.3851  -0.99
H1 -1.7768 0.3358 -0.3329  0.49
H2 -2.2178 1.4088 0.6091  0.47
O2 -1.2598 -1.6062 1.8591  -0.98
H3 -1.0198 -0.7732 1.4081  0.50
H4 -1.6798 -1.4342 2.6921  0.47
O3 3.0702 2.1858 0.0051  -0.93
H5 3.2682 2.0888 0.9111  0.47
H6 3.7542 1.6888 -0.4129  0.48
O4 1.3502 -1.7352 -0.4919  -0.99
H7 1.5782 -1.6212 0.4491  0.46
H8 1.0792 -0.8822 -0.8379  0.49
O5 -2.1468 -0.9132 -1.3389  -0.93
H9 -2.0908 -1.7542 -0.8669  0.50
H10 -3.0878 -0.7952 -1.4349  0.47
O6 0.9502 0.7188 -1.1769  -0.96
H11 1.5562 1.2768 -0.6679  0.49
H12 0.1492 0.8958 -0.7579  0.48

***

no.,calculated total energy (a.u.)
1,-328.14298
2,-286.52767
3,-667.72756
4,-564.04396
5,-5235.92264
6,-5597.49157
7,-556.47284
8,-458.62770